{"formula": "C5H8O", "method": "the ωB97M-V functional and the def2-TZVPD basis", "species": ["O", "H", "H", "C", "C", "H", "C", "H", "H", "C", "H", "C", "H", "H"], "coordinates": [[-1.86430, 0.31184, -0.10172], [2.47812, 2.19946, 1.50842], [-0.29816, 0.50066, -1.49873], [-1.72905, -1.01979, 0.23545], [1.26522, 0.59723, 0.85279], [-0.79013, -2.40382, -1.27150], [-1.23927, -0.04445, -1.37760], [-2.06566, -1.38079, 1.20148], [1.21416, -0.41822, 0.46441], [-1.15506, -1.46566, -0.88374], [-1.92535, 0.16205, -2.20335], [2.42566, 1.18697, 1.11515], [0.30977, 1.09394, 1.00833], [3.37407, 0.68058, 0.95061]], "forces_ev_per_a": [[-0.1, 0.0, 0.1], [0.0, -0.1, -0.1], [-0.1, -0.1, 0.0], [0.0, -0.2, 0.1], [0.1, 0.0, 0.0], [-0.1, 0.1, 0.1], [0.1, 0.1, -0.3], [0.1, 0.0, -0.2], [0.1, 0.2, 0.1], [-0.1, 0.0, 0.1], [0.1, 0.0, 0.1], [-0.1, -0.1, 0.0], [0.2, 0.0, 0.0], [-0.1, 0.1, 0.0]], "homo_energy_ev": -9.047, "homo_lumo_gap_ev": 10.17, "e_tot_ev": -7359.007, "lumo_ha": 0.0413, "max_force_ev_per_a": 0.36, "relative_energy_ev": 3.248}

{"formula": "C2BrClFIO", "method": "the ωB97M-V functional and the def2-TZVPD basis", "species": ["O", "Cl", "I", "C", "C", "F", "Br"], "coordinates": [[1.73386, 1.14889, -1.51473], [2.33004, -0.89989, 0.03362], [-1.97008, 1.69883, 0.95166], [1.50588, 0.27385, -0.77019], [-1.13328, -0.13264, 0.30747], [-1.84284, -0.72540, -0.65229], [-0.62358, -1.36365, 1.64446]], "forces_ev_per_a": [[0.7, -0.4, 0.3], [1.9, -1.4, 0.8], [0.2, -0.3, -0.2], [-1.8, 1.9, -1.4], [-1.0, 0.0, 0.4], [0.3, 0.2, 0.1], [-0.2, 0.0, 0.1]], "homo_energy_ev": [-7.936, -10.148], "s_squared": 2.0093, "homo_lumo_gap_ev": [7.83, 8.47], "e_tot_ev": -97500.230, "lumo_ha": [-0.0037, -0.0615], "spin_multiplicity": 3, "max_force_ev_per_a": 3.01, "relative_energy_ev": 1.288}

{"formula": "C16H41NO17S3V", "method": "the ωB97M-V functional and the def2-TZVPD basis", "species": ["H", "O", "H", "H", "O", "C", "O", "H", "O", "V", "H", "S", "H", "C", "H", "H", "H", "H", "C", "H", "O", "O", "C", "H", "H", "O", "H", "O", "O", "H", "H", "H", "C", "H", "H", "C", "O", "O", "H", "H", "O", "C", "H", "H", "O", "H", "H", "O", "C", "O", "S", "C", "H", "C", "C", "H", "S", "H", "H", "H", "H", "C", "H", "H", "N", "H", "H", "C", "H", "O", "H", "C", "H", "O", "H", "C", "H", "C", "H"], "coordinates": [[2.44791, 0.59444, -2.70868], [-1.26578, -3.73383, 1.22770], [-5.40743, 5.07215, 0.62841], [-0.73947, -0.08584, 3.95142], [2.46367, -5.01441, 0.67566], [-5.95802, 4.25896, 1.10600], [-2.77071, 1.94192, 2.92594], [-0.56682, 1.06955, -2.11142], [3.00761, -1.25327, -0.11138], [1.40544, -1.23642, -0.17775], [3.83800, -4.12471, -1.90005], [-2.67144, 2.25156, 1.52402], [2.53651, -5.23949, -2.40494], [-3.32298, -2.22202, 0.58067], [-1.40907, -0.13873, -3.12611], [-1.83892, 0.00578, -1.42692], [1.39659, 4.79457, -0.42963], [5.83014, 1.33364, 1.12898], [0.87487, -1.21393, 3.02995], [-3.52326, -1.51892, -0.22537], [1.28573, -2.02026, 1.98197], [-3.60693, 0.94747, -3.23511], [3.16527, -4.92139, -1.56962], [-3.17656, -5.97127, -1.41119], [-1.07256, 3.96593, 1.71826], [-2.86713, 1.19992, 0.54354], [-0.68893, -4.53116, -2.29846], [-2.09970, -3.66802, -1.14194], [-0.84589, -1.71400, -0.24563], [-0.68744, 0.09382, 2.22334], [4.10673, 0.85898, 1.10771], [3.91342, 5.16817, -0.92658], [-5.10416, 3.02969, 0.95478], [-1.30767, 3.45915, 0.00373], [4.26171, 4.54918, 0.65591], [3.49959, 4.54302, -0.12977], [1.11069, 0.32539, -0.01976], [4.43311, 1.16560, -1.52277], [-5.12498, 2.66928, -0.07755], [-1.84251, -6.82839, -2.20555], [-2.63416, 2.55776, -2.18578], [2.15196, 5.04841, 0.31484], [2.13753, 6.12000, 0.49903], [-1.28025, -1.39076, 3.04851], [1.31816, -1.12268, -2.45386], [2.92546, -0.44719, 3.15770], [-3.33716, -1.83461, 1.59338], [1.43497, -3.55768, -0.66167], [-1.20967, 3.12947, 1.03367], [5.83411, 3.16614, -1.01001], [-1.66340, -2.82728, 0.17082], [-0.50168, -0.61940, 3.02317], [3.34657, -0.92872, -2.77954], [1.89773, -0.08569, 3.23924], [4.80874, 1.68630, 1.00311], [0.92341, -1.78446, 3.97359], [4.71975, 2.30555, -0.70389], [2.40867, -0.46304, -4.15574], [1.80703, 0.34502, 4.24547], [0.95918, -1.65491, -3.16748], [-2.72459, -5.52677, -3.03904], [2.29437, -4.45670, -0.42576], [-6.02234, 4.52476, 2.16365], [4.56027, 2.48846, 1.69436], [-2.68859, 1.42106, -2.60381], [-6.96538, 4.19314, 0.70352], [-0.36958, 2.44379, 1.16151], [-2.32021, -5.85799, -2.08124], [-5.43066, 2.20737, 1.59510], [-3.75414, 3.41032, 1.22641], [1.89513, 4.50088, 1.22468], [-1.50529, 0.56168, -2.30004], [1.81496, 0.73796, 2.52151], [3.36271, 3.19604, -0.58276], [-0.78042, -5.24949, -0.67786], [-1.36862, -4.84048, -1.49925], [3.82676, -5.73382, -1.27287], [2.41784, -0.43091, -3.06370], [-3.96782, -3.09369, 0.50918]], "forces_ev_per_a": [[-0.1, -0.1, 0.0], [-0.3, 1.1, -1.5], [-0.3, 0.1, -0.2], [0.5, 0.2, 0.1], [-0.1, 0.3, -1.0], [0.6, 0.6, 0.6], [0.5, 0.2, -0.8], [-0.3, 0.5, 0.1], [-1.4, -0.1, -0.6], [2.9, -1.7, 3.3], [-0.3, 0.2, -0.1], [-0.9, -0.6, -0.9], [0.1, 0.1, -0.1], [1.0, -0.5, -1.0], [0.0, 0.0, 0.0], [0.4, 0.0, 0.1], [0.0, 0.1, -0.1], [0.0, 0.0, 0.1], [1.6, 0.4, 0.0], [-0.4, 0.3, 0.4], [-1.0, 1.0, -2.2], [-0.2, -0.1, 0.1], [0.5, 0.0, -0.5], [0.1, -0.2, 0.0], [-0.1, 0.1, -0.1], [-0.1, 0.5, 0.9], [0.3, -0.1, 0.3], [-0.1, 0.9, 0.9], [0.0, -0.1, -0.2], [0.1, -0.1, -0.4], [-0.1, 0.0, -0.2], [-0.1, -0.2, -0.1], [-0.5, -0.8, -0.9], [-0.2, -0.2, 0.0], [-0.3, 0.2, 0.2], [0.9, 0.6, -0.2], [-0.8, 0.0, -0.3], [0.1, 1.1, -0.1], [-0.1, -0.1, 0.0], [0.1, 0.1, 0.0], [-0.4, 0.4, 0.0], [-0.1, -0.8, 0.3], [0.1, 0.0, 0.0], [0.1, -0.1, -0.6], [-0.2, 0.4, -0.6], [-0.1, -0.3, -0.1], [0.3, 0.4, -0.1], [-1.0, 1.6, -0.9], [0.1, 0.1, 0.9], [-0.5, -0.1, 0.2], [-0.8, -1.9, 1.8], [-1.4, 0.0, 0.4], [0.0, 0.2, 0.3], [0.4, 0.6, 0.5], [0.1, 0.3, -0.8], [0.1, -0.4, -0.1], [-0.6, -0.9, 1.3], [-0.6, 0.0, 0.0], [-0.1, 0.1, 0.0], [-0.3, -0.6, 0.6], [0.1, 0.0, 0.0], [0.5, -0.9, 2.2], [-0.1, 0.0, 0.0], [0.2, 0.0, 0.0], [1.3, 0.4, 0.0], [0.1, -0.3, -0.2], [-0.1, -0.2, -0.2], [-0.7, 0.2, 0.3], [0.1, 0.1, 0.1], [0.8, 0.1, 0.4], [-0.2, 0.2, 0.1], [-0.7, -1.1, -0.2], [-0.3, -0.1, -0.2], [0.4, -0.7, -0.7], [-0.1, 0.3, 0.2], [0.9, -0.5, -1.1], [-0.3, -0.2, 0.1], [1.0, 0.0, 0.2], [0.0, 0.0, 0.0]], "homo_energy_ev": -4.611, "homo_lumo_gap_ev": 6.80, "e_tot_ev": -111745.714, "lumo_ha": 0.0804, "max_force_ev_per_a": 4.73, "total_charge": -1, "relative_energy_ev": 0.000}

{"formula": "C3H10NO2S", "method": "the ωB97M-V functional and the def2-TZVPD basis", "species": ["S", "H", "H", "H", "C", "O", "H", "H", "N", "H", "O", "C", "H", "H", "C", "H", "H"], "coordinates": [[2.77770, 1.65118, 2.30346], [-1.43035, -0.74328, 0.75472], [0.82908, -0.58751, -1.01635], [2.10258, -0.67586, 2.13793], [0.81819, 0.38598, 0.76154], [-1.54945, 0.08509, -1.07422], [-0.01256, 0.59063, 1.44200], [-2.56532, -0.22444, -2.35860], [0.45949, -0.74909, -0.08184], [-3.97862, -0.65231, -2.80695], [-3.13925, -0.34047, -3.17938], [-1.02535, -0.86439, -0.27616], [-1.13261, -1.86446, -0.76212], [0.81855, 1.36079, 0.23761], [2.14998, 0.12962, 1.41192], [2.88755, -0.16651, 0.66424], [1.99037, 2.66501, 1.84220]], "forces_ev_per_a": [[0.0, -0.1, 0.1], [0.0, -0.9, 0.0], [0.0, 0.0, 0.1], [-0.1, 0.0, 0.2], [-0.8, 0.5, -0.9], [-0.1, 0.1, -0.1], [0.2, -0.5, 0.6], [0.4, 0.2, 0.1], [0.1, 0.2, 0.4], [0.4, 0.2, -0.2], [-0.5, -0.3, 0.3], [0.0, 0.8, -1.1], [-0.2, -0.1, 0.8], [0.4, -0.3, -0.3], [0.2, 0.9, 0.2], [0.0, 0.2, 0.0], [0.1, -0.8, -0.1]], "homo_energy_ev": -3.414, "homo_lumo_gap_ev": 6.43, "e_tot_ev": -19693.697, "lumo_ha": 0.1108, "max_force_ev_per_a": 1.35, "total_charge": -1, "relative_energy_ev": 0.381}